Entry 1:
# C17H15N3O5S

The molecule C17H15N3O5S at a distorted geometry (ωB97M-V/def2-TZVPD, OMol25).

The structure (SMILES) is COc1ccc(S(=O)(=O)n2nc(OC(=O)c3ccccc3)cc2N)cc1. Its net charge is 0. The energy above the lowest of the compared OMol25 structures with the same formula, charge and spin comes out at 0.3486 eV. As for the spin multiplicity: 1.

CARTESIAN COORDINATES (ANGSTROEM)
C  4.335  2.607  -0.993
H  4.461  3.664  -1.222
O  3.451  2.560  0.105
C  3.078  1.359  0.597
C  2.156  1.395  1.651
C  1.708  0.227  2.223
C  2.192  -0.980  1.751
C  3.094  -1.041  0.712
C  3.550  0.130  0.134
H  4.256  0.075  -0.679
H  3.436  -2.005  0.367
S  1.493  -2.482  2.372
O  0.940  -2.317  3.674
O  2.340  -3.622  2.142
N  0.199  -2.662  1.259
C  -0.078  -3.603  0.308
C  -1.085  -3.088  -0.488
C  -1.318  -1.805  0.044
N  -0.552  -1.548  1.078
O  -2.228  -0.905  -0.425
C  -1.813  0.370  -0.640
O  -0.665  0.724  -0.576
C  -2.945  1.253  -1.006
C  -2.662  2.579  -1.330
C  -3.684  3.441  -1.676
C  -4.993  2.988  -1.700
C  -5.280  1.671  -1.376
C  -4.262  0.802  -1.029
H  -4.478  -0.223  -0.772
H  -6.302  1.322  -1.392
H  -5.793  3.662  -1.970
H  -3.463  4.468  -1.928
H  -1.634  2.907  -1.303
H  -1.567  -3.546  -1.324
N  0.638  -4.755  0.213
H  0.163  -5.562  -0.152
H  1.304  -4.905  0.958
H  0.985  0.222  3.021
H  1.799  2.356  1.982
H  5.308  2.172  -0.744
H  3.916  2.095  -1.864


Entry 2:
# C15H23N2O3PS

A structure of composition C15H23N2O3PS at a distorted geometry (ωB97M-V/def2-TZVPD, OMol25).

Its net charge is 0. As for the spin multiplicity: 1.

CARTESIAN COORDINATES (ANGSTROEM)
C  -3.656  1.336  -2.599
P  -2.430  2.736  -2.168
O  -3.205  3.941  -1.259
C  -1.180  1.857  -1.050
C  -1.108  2.064  0.395
C  -0.096  1.287  1.212
C  0.817  0.351  0.542
C  0.748  0.118  -0.935
N  1.498  -0.708  -1.766
S  0.916  -0.473  -3.315
N  -0.299  0.690  -3.149
C  -0.256  0.888  -1.780
H  -3.730  1.320  -3.717
H  -3.239  0.351  -2.250
H  -4.617  1.579  -2.071
H  -3.559  3.521  -0.448
H  -1.855  2.782  0.828
H  -0.052  1.446  2.319
H  1.573  -0.190  1.160
C  5.829  -2.999  -2.633
C  5.349  -1.563  -2.714
C  4.371  -1.625  -3.872
O  3.810  -2.943  -3.872
C  4.568  -3.771  -2.980
H  6.240  -3.272  -1.660
H  6.597  -3.178  -3.391
H  4.822  -1.295  -1.793
H  6.150  -0.839  -2.870
H  4.880  -1.476  -4.831
H  3.572  -0.887  -3.784
H  3.957  -3.953  -2.090
H  4.780  -4.728  -3.459
C  -2.168  0.632  4.982
C  -3.384  -0.228  5.268
C  -4.507  0.616  4.694
O  -3.951  1.356  3.600
C  -2.524  1.238  3.636
H  -1.230  0.076  4.964
H  -2.084  1.420  5.736
H  -3.308  -1.172  4.721
H  -3.521  -0.457  6.326
H  -4.881  1.335  5.431
H  -5.346  0.014  4.340
H  -2.221  0.582  2.813
H  -2.069  2.220  3.484


Entry 3:
# C6H11NO2

A cluster of 2 separate species, C6H11NO2 in total at a distorted geometry (ωB97M-V/def2-TZVPD, OMol25).

The structure (SMILES) is [H]/N=C(/C)O[C@H](C)O.C#C. Its net charge is 0. The energy above the lowest of the compared OMol25 structures with the same formula, charge and spin comes out at 3.7010 eV. As for the spin multiplicity: 1.

CARTESIAN COORDINATES (ANGSTROEM)
C  -0.857  -2.193  0.775
C  -0.021  -0.928  0.887
O  0.430  -0.707  2.184
O  -0.760  0.131  0.359
H  -0.291  -0.351  2.719
H  -1.095  -2.371  -0.269
H  -0.296  -3.036  1.171
H  -1.782  -2.075  1.338
C  -1.033  2.248  -0.666
C  -0.091  1.328  0.052
C  1.306  0.236  -2.043
C  1.681  -0.878  -1.739
N  0.963  1.771  0.578
H  1.561  1.094  1.038
H  1.228  1.233  -2.387
H  -1.598  1.696  -1.412
H  -0.471  3.060  -1.114
H  -1.735  2.670  0.050
H  1.956  -1.898  -1.751
H  0.903  -1.031  0.231


Entry 4:
# CH4NO3

A cluster of 2 separate species, CH4NO3 in total at a distorted geometry (ωB97M-V/def2-TZVPD, OMol25).

Its net charge is -1. The energy above the lowest of the compared OMol25 structures with the same formula, charge and spin comes out at 8.4920 eV. As for the spin multiplicity: 1.

CARTESIAN COORDINATES (ANGSTROEM)
C  0.190  -1.412  -0.302
N  -0.476  -0.441  0.518
O  -1.479  0.135  -0.018
O  0.194  2.630  0.193
O  1.238  1.856  0.867
H  -0.414  -1.327  -1.205
H  1.155  -0.985  -0.439
H  0.165  -2.462  0.083
H  -0.572  2.005  0.305


Entry 5:
# C34H64Cl14O10S3

A structure of composition C34H64Cl14O10S3 at a distorted geometry (ωB97M-V/def2-TZVPD, OMol25).

Its net charge is 0. The energy above the lowest of the compared OMol25 structures with the same formula, charge and spin comes out at 44.4083 eV. As for the spin multiplicity: 1.

CARTESIAN COORDINATES (ANGSTROEM)
C  1.382  -1.909  1.410
C  1.035  -3.181  2.086
C  2.074  -4.247  1.615
S  3.686  -3.380  1.363
O  4.219  -3.547  -0.022
O  4.527  -3.453  2.575
C  2.866  -1.676  1.340
H  0.849  -1.073  1.862
H  0.979  -1.923  0.397
H  0.044  -3.598  1.908
H  1.033  -2.993  3.160
H  1.853  -4.652  0.627
H  2.319  -5.069  2.287
H  3.313  -1.088  0.538
H  3.233  -1.074  2.171
C  -3.232  -4.362  1.299
C  -4.113  -3.080  1.711
C  -3.468  -2.237  2.806
S  -1.698  -2.779  2.795
O  -1.428  -3.629  3.969
O  -0.853  -1.595  2.498
C  -1.818  -3.824  1.347
H  -3.616  -4.742  0.353
H  -3.310  -5.087  2.109
H  -5.154  -3.364  1.861
H  -4.160  -2.423  0.843
H  -3.892  -2.189  3.810
H  -3.375  -1.178  2.566
H  -0.964  -4.489  1.226
H  -1.709  -3.007  0.633
C  3.226  1.357  0.491
C  2.513  1.464  1.831
C  2.848  2.798  2.296
S  4.628  3.164  1.827
O  5.433  2.832  3.023
O  4.651  4.479  1.150
C  4.707  1.861  0.609
H  2.587  2.000  -0.113
H  3.166  0.323  0.150
H  2.954  0.700  2.471
H  1.480  1.152  1.681
H  2.662  3.100  3.327
H  2.272  3.529  1.729
H  5.203  0.982  1.022
H  5.210  2.245  -0.278
O  -2.396  -0.210  -1.777
C  -2.827  0.902  -1.857
O  -2.819  1.788  -0.864
C  -3.415  3.021  -1.234
C  -4.279  2.699  -2.502
C  -3.582  1.442  -3.048
H  -2.528  3.585  -1.521
H  -4.014  3.475  -0.444
H  -4.117  3.367  -3.348
H  -5.313  2.541  -2.193
H  -2.815  1.592  -3.807
H  -4.208  0.740  -3.598
O  1.898  0.853  -1.231
C  1.015  0.284  -0.660
O  0.833  0.254  0.694
C  -0.391  -0.379  1.072
C  -1.104  -0.263  -0.211
C  -0.166  -0.348  -1.355
H  -0.788  0.175  1.924
H  -0.259  -1.417  1.376
H  -1.730  0.627  -0.272
H  -1.770  -1.126  -0.231
H  -0.487  0.272  -2.193
H  0.135  -1.369  -1.588
Cl  -0.814  -2.363  -5.008
C  -1.577  -1.930  -3.389
C  -1.394  -3.136  -2.451
Cl  -1.851  -2.807  -0.785
H  -2.587  -1.522  -3.433
H  -0.980  -1.101  -3.010
H  -0.378  -3.529  -2.498
H  -1.998  -3.988  -2.764
Cl  -1.284  3.311  2.411
C  -0.894  1.913  3.398
C  -0.077  2.332  4.679
Cl  1.474  3.045  4.091
H  -0.342  1.204  2.781
H  -1.825  1.421  3.681
H  0.178  1.457  5.277
H  -0.512  2.996  5.426
Cl  -2.074  0.812  1.430
C  -3.626  0.922  2.369
C  -3.835  2.419  2.790
Cl  -5.454  2.393  3.563
H  -3.540  0.300  3.260
H  -4.434  0.620  1.703
H  -3.835  3.069  1.915
H  -3.102  2.787  3.509
Cl  1.363  -0.172  -3.761
C  0.226  1.160  -3.373
C  0.475  2.295  -4.261
Cl  -0.264  3.865  -3.825
H  0.308  1.480  -2.334
H  -0.759  0.706  -3.480
H  0.070  2.003  -5.230
H  1.534  2.509  -4.404
Cl  1.296  4.752  0.478
C  0.774  3.101  0.568
C  -0.662  2.979  0.170
Cl  -0.888  3.171  -1.596
H  0.931  2.886  1.625
H  1.476  2.491  0.000
H  -1.291  3.684  0.714
H  -1.152  2.019  0.329
Cl  4.321  2.867  -2.150
C  3.286  1.623  -2.933
C  3.384  0.363  -2.157
Cl  5.050  -0.293  -2.299
H  3.331  1.565  -4.021
H  2.290  2.030  -2.759
H  2.712  -0.413  -2.522
H  3.140  0.676  -1.142
Cl  1.318  -2.989  -1.164
C  2.155  -2.376  -2.691
C  1.509  -2.839  -3.921
Cl  2.400  -4.261  -4.541
H  3.216  -2.615  -2.625
H  2.066  -1.290  -2.657
H  1.637  -2.103  -4.716
H  0.474  -3.139  -3.752


Entry 6:
# C34H42N4O2PSW

A structure of composition C34H42N4O2PSW (ωB97M-V/def2-TZVPD, OMol25).

Its net charge is +3. The energy above the lowest of the compared OMol25 structures with the same formula, charge and spin comes out at 0.5143 eV. As for the spin multiplicity: 1.

CARTESIAN COORDINATES (ANGSTROEM)
W  0.889  -0.204  -0.442
C  3.485  2.014  1.242
C  2.945  0.690  0.807
C  2.102  -0.066  1.626
C  1.761  -1.387  1.288
C  2.310  -1.993  0.107
C  3.159  -1.242  -0.708
C  3.372  0.110  -0.432
H  3.172  2.844  0.611
H  4.574  1.958  1.175
H  3.185  2.242  2.261
H  1.673  0.393  2.511
H  1.154  -1.984  1.954
H  2.100  -3.029  -0.118
H  3.562  -1.675  -1.615
H  3.975  0.701  -1.106
O  -2.452  1.845  -0.935
C  -2.165  0.782  -0.507
O  -0.781  0.519  -0.327
C  -3.018  -0.343  -0.122
C  -4.380  -0.064  -0.005
C  -5.273  -1.075  0.306
C  -4.808  -2.370  0.479
C  -3.454  -2.654  0.355
C  -2.535  -1.647  0.067
P  -0.823  -2.234  -0.175
C  -0.575  -3.325  1.251
C  -1.080  -2.866  2.475
C  -0.840  -3.575  3.641
C  -0.089  -4.743  3.607
C  0.426  -5.197  2.401
C  0.194  -4.490  1.229
C  -0.924  -3.137  -1.758
C  0.062  -4.021  -2.207
C  0.002  -4.556  -3.487
C  -1.026  -4.202  -4.350
C  -2.003  -3.312  -3.924
C  -1.956  -2.784  -2.640
H  -4.720  0.950  -0.160
H  -6.327  -0.855  0.402
H  -5.500  -3.170  0.708
H  -3.119  -3.676  0.481
H  -1.674  -1.962  2.524
H  -1.251  -3.219  4.576
H  0.089  -5.302  4.516
H  1.002  -6.112  2.366
H  0.599  -4.890  0.312
H  0.885  -4.323  -1.576
H  0.759  -5.260  -3.805
H  -1.073  -4.627  -5.343
H  -2.819  -3.044  -4.582
H  -2.753  -2.123  -2.324
N  0.772  -0.845  -2.560
C  1.135  -0.164  -3.863
C  1.035  1.345  -3.815
C  2.267  1.981  -3.153
C  1.942  2.801  -1.924
N  1.121  2.056  -0.916
H  1.170  -1.785  -2.597
H  -0.224  -1.076  -2.640
H  0.467  -0.583  -4.617
H  2.148  -0.473  -4.119
H  0.107  1.630  -3.307
H  0.921  1.705  -4.837
H  2.789  2.627  -3.859
H  2.979  1.193  -2.899
H  1.372  3.685  -2.215
H  2.853  3.161  -1.448
H  0.142  2.269  -1.107
H  1.214  2.521  0.000
C  -0.472  5.718  1.174
N  -0.219  5.352  2.551
C  -0.448  6.305  3.646
C  -0.170  5.469  4.908
N  0.023  4.131  4.343
C  -0.029  4.118  3.011
S  0.104  2.701  2.070
H  -0.245  6.774  1.048
H  -1.514  5.543  0.900
H  0.172  5.138  0.517
H  -1.475  6.674  3.608
H  0.227  7.154  3.551
H  -1.005  5.480  5.604
H  0.726  5.799  5.430
H  0.101  3.288  4.882


no.,calculated total energy (Ha)
1,-1595.4479
2,-1660.0372
3,-440.3512
4,-320.7647
5,-9721.8432
6,-2496.0842